ORCA calculation (the ωB97M-V functional and the def2-TZVPD basis) on a 4-piece molecular cluster, C21H49Br2NO13PS4 overall.

The geometry in XYZ format:
```
91
Properties=species:S:1:pos:R:3:forces:R:3:lowdin_charge:R:1
C 1.260 -0.213 3.265 0.065 0.157 0.043 -0.0772
C 0.003 0.474 2.706 -0.139 0.086 0.038 -0.1666
C -0.661 -0.225 1.504 0.195 0.014 -0.031 -0.2618
O -2.064 -0.328 1.693 -0.094 -0.198 0.075 -0.0372
C -2.899 0.600 1.023 -0.067 0.036 -0.086 -0.3249
C -4.162 0.804 1.855 -0.088 0.145 -0.199 -0.1412
C -5.267 -0.234 1.576 0.014 0.238 0.033 -0.2635
C -6.558 0.420 1.086 -0.017 -0.156 0.224 -0.5514
S -6.225 1.160 -0.538 0.111 0.029 -0.135 0.7162
C -2.213 1.929 0.816 -0.094 -0.001 0.377 -0.0587
N -0.914 1.775 0.034 0.265 -0.294 -0.278 -0.0450
P -1.124 2.496 -1.603 -0.192 0.124 -0.107 0.4661
O -2.058 3.602 -1.487 0.289 -0.199 -0.078 -0.1881
O 0.337 2.793 -2.113 -0.071 -0.146 0.265 -0.0876
O -1.521 1.224 -2.438 0.128 0.183 0.082 -0.0484
C -0.394 0.340 0.099 0.324 -0.002 -0.080 -0.2270
C 1.052 0.193 -0.465 -0.603 0.069 0.156 -0.6688
Br 2.288 1.506 0.279 -0.046 -0.088 0.098 0.8369
C 1.562 -1.238 -0.335 0.072 -0.078 -0.113 -0.7587
C 0.539 -2.255 -0.841 0.086 0.077 -0.226 -0.1090
Br 3.186 -1.375 -1.408 0.018 -0.066 -0.021 0.7870
H 1.099 -0.530 4.295 -0.013 -0.052 -0.025 0.0798
H 1.537 -1.102 2.698 -0.020 -0.024 0.016 0.0618
H 2.123 0.453 3.266 -0.026 -0.046 -0.064 0.0604
H -0.773 0.479 3.474 0.025 -0.001 -0.033 0.1258
H 0.217 1.521 2.482 0.011 0.010 -0.025 0.0626
H -0.301 -1.255 1.482 -0.077 0.016 0.038 0.1377
H -3.199 0.198 0.043 0.089 -0.017 -0.001 0.1488
H -3.875 0.822 2.906 0.023 -0.047 -0.008 0.1322
H -4.551 1.800 1.618 -0.017 -0.019 0.053 0.1061
H -4.927 -0.915 0.793 -0.005 -0.197 0.162 0.0993
H -5.480 -0.808 2.478 0.022 -0.079 -0.060 0.1160
H -6.889 1.185 1.789 0.014 0.014 -0.031 0.0774
H -7.350 -0.323 1.002 0.045 0.001 -0.094 0.0756
H -7.486 1.295 -0.953 -0.103 0.058 0.012 -0.1450
H -2.866 2.606 0.277 0.078 0.026 -0.037 0.1215
H -1.967 2.393 1.767 0.139 0.026 0.087 0.1303
H -0.202 2.365 0.508 -0.177 0.153 0.104 0.0546
H 0.753 3.554 -1.681 0.103 0.060 -0.127 0.1024
H -0.965 1.042 -3.208 -0.092 -0.022 -0.073 0.1229
H -1.030 -0.233 -0.575 0.009 0.064 0.020 0.1348
H 1.064 0.413 -1.532 -0.188 0.139 0.039 0.0640
H 1.880 -1.459 0.679 -0.005 0.017 0.004 0.0674
H -0.073 -1.829 -1.641 0.033 -0.028 0.006 0.0922
H -0.113 -2.600 -0.040 -0.060 -0.073 -0.083 0.0588
H 1.048 -3.109 -1.282 -0.031 -0.097 0.202 0.0731
O 0.295 3.814 1.567 0.116 -0.067 -0.234 -0.3564
S -0.093 4.754 2.597 -0.095 0.275 0.167 0.5755
O -1.491 4.907 2.837 -0.088 -0.115 0.015 -0.2480
O 0.585 6.132 2.299 0.035 -0.095 -0.030 -0.2428
C 0.426 6.720 0.971 -0.033 0.195 -0.269 -0.2207
C -0.925 7.371 0.783 -0.070 -0.103 0.146 -0.0587
C 0.746 4.372 4.088 0.051 -0.038 -0.013 -0.0964
H 0.617 5.948 0.225 -0.003 -0.067 0.071 0.1033
H 1.231 7.447 0.914 0.018 -0.012 0.103 0.1281
H -1.728 6.636 0.765 0.011 -0.012 -0.027 0.0750
H -0.931 7.913 -0.162 0.023 0.014 -0.011 0.0896
H -1.126 8.072 1.592 0.028 0.044 -0.030 0.0917
H 1.808 4.273 3.881 0.001 0.009 0.000 0.0846
H 0.332 3.433 4.452 -0.018 0.009 -0.008 0.0788
H 0.553 5.172 4.798 -0.012 0.003 0.011 0.0868
O -1.628 -4.295 0.851 0.067 0.137 -0.077 -0.2976
S -2.434 -5.178 1.649 0.027 -0.077 0.019 0.5598
O -2.549 -4.909 3.048 -0.023 0.054 0.051 -0.2673
O -1.950 -6.661 1.413 -0.033 -0.008 0.010 -0.2591
C -0.533 -6.948 1.562 0.256 -0.071 -0.016 -0.2371
C -0.114 -7.067 3.010 -0.111 0.072 0.038 -0.0679
C -4.033 -5.342 0.942 -0.026 0.011 -0.032 -0.1135
H 0.035 -6.183 1.031 -0.058 0.047 0.002 0.1098
H -0.401 -7.889 1.033 -0.084 -0.017 0.002 0.1244
H -0.173 -6.109 3.525 0.005 0.007 -0.013 0.0724
H 0.915 -7.424 3.057 0.004 -0.018 -0.015 0.0844
H -0.755 -7.772 3.536 0.029 -0.039 -0.009 0.0882
H -3.928 -5.577 -0.114 0.000 -0.006 -0.003 0.0782
H -4.534 -4.387 1.079 0.008 0.008 0.012 0.0722
H -4.562 -6.129 1.471 -0.006 0.002 0.010 0.0808
O 4.473 -1.751 -5.060 -0.063 -0.036 -0.018 -0.2898
S 5.260 -0.575 -5.287 0.043 -0.012 0.074 0.5470
O 5.066 0.174 -6.487 -0.056 0.027 -0.049 -0.2692
O 6.788 -0.935 -5.111 0.026 0.029 -0.020 -0.2628
C 7.300 -2.073 -5.860 0.107 -0.231 -0.081 -0.2376
C 7.563 -1.741 -7.311 -0.083 0.116 0.011 -0.0688
C 5.114 0.497 -3.903 0.048 0.100 0.057 -0.1461
H 6.603 -2.904 -5.750 -0.058 0.049 0.017 0.1133
H 8.219 -2.334 -5.340 0.004 0.078 0.039 0.1224
H 6.638 -1.552 -7.853 -0.007 -0.015 0.007 0.0744
H 8.076 -2.579 -7.783 0.015 -0.011 0.012 0.0843
H 8.190 -0.853 -7.393 0.042 -0.027 0.000 0.0865
H 5.295 -0.071 -2.996 0.022 0.007 0.010 0.0309
H 4.095 0.879 -3.920 -0.008 -0.012 0.006 0.0678
H 5.825 1.313 -4.001 0.010 -0.011 -0.054 0.0780
```
Positions in Å, forces in eV/Å.

Values from the calculation:
**Kohn-Sham gap**: 8.789 eV
**Total charge**: +1
**E**: -8944.42824 Eh